# 1
{
  "formula": "C24H48NO3P",
  "method": "wB97M-V/def2-TZVPD",
  "symbols": ["C", "H", "H", "C", "H", "C", "C", "C", "C", "H", "C", "H", "H", "H", "N", "H", "H", "H", "H", "H", "H", "H", "H", "H", "H", "C", "C", "H", "H", "C", "H", "C", "O", "O", "C", "H", "H", "C", "P", "H", "H", "C", "H", "H", "C", "H", "H", "H", "C", "H", "H", "H", "H", "H", "H", "H", "C", "H", "C", "H", "H", "H", "H", "H", "H", "H", "C", "C", "C", "H", "H", "C", "H", "C", "C", "H", "O"],
  "coordinates": [[-6.432, 2.076, 0.636], [2.228, -3.674, -1.467], [-3.746, 0.796, 0.976], [7.307, -3.325, -1.165], [-2.270, 2.437, 0.713], [6.598, -2.092, -1.771], [-2.003, 0.381, -0.435], [6.562, -2.217, -3.315], [-0.524, 2.700, -0.738], [6.975, 0.074, -1.825], [3.305, -1.466, -2.671], [-8.464, 4.778, 2.129], [3.543, -4.035, -0.345], [-3.180, -2.426, 0.488], [5.223, -1.859, -1.295], [8.325, -3.419, -1.568], [-0.593, 3.853, -0.446], [3.927, -0.983, -3.430], [-7.424, 1.061, 2.555], [-7.515, 4.706, 4.400], [-6.003, 4.392, 0.959], [2.427, -1.880, -3.182], [-5.455, -2.978, 1.893], [5.195, -2.953, -4.796], [3.649, -0.354, 1.949], [-6.791, 4.236, 3.577], [3.499, 0.494, 2.751], [7.571, -2.390, -3.713], [-6.199, 3.326, 4.018], [2.263, 2.841, 1.918], [-4.200, -0.171, -0.685], [3.069, -3.230, -0.919], [3.073, 3.809, 2.392], [1.431, 3.185, 0.754], [4.514, -3.680, -2.881], [-5.314, 2.125, 0.229], [2.949, -0.682, -1.994], [-7.783, 3.816, 2.315], [-5.030, -1.586, 2.099], [1.299, 1.032, 3.205], [-2.038, 0.069, -1.565], [-3.454, -0.077, 0.219], [7.633, -0.716, -0.380], [-2.488, -1.365, 1.936], [7.458, -0.839, -1.455], [3.652, -4.034, -3.465], [4.250, 0.649, 3.644], [-7.605, 3.942, 0.046], [0.620, 2.048, 0.289], [6.246, -1.257, -3.744], [8.442, -0.906, -1.936], [-1.136, -0.123, 0.171], [-2.834, 2.398, -1.097], [6.791, -4.266, -1.380], [-6.236, -0.386, 0.091], [2.636, -2.511, -0.215], [-6.441, 1.057, 1.917], [7.405, -3.246, -0.077], [-1.978, 2.032, -0.368], [-7.415, -0.993, 1.432], [-8.525, 2.946, 2.563], [-6.076, 5.136, 3.260], [-7.086, 1.660, -0.266], [-0.222, 2.617, -1.869], [-4.898, -1.426, 3.525], [-5.540, 1.295, 2.639], [-6.350, -0.484, 1.271], [5.628, -3.297, -3.849], [4.075, -2.561, -1.900], [4.847, -4.554, -2.307], [6.205, -4.197, -4.094], [2.312, 1.394, 2.689], [-0.010, 1.526, 1.149], [-6.900, 3.612, 0.951], [-3.347, -1.443, 1.145], [1.235, 1.293, -0.366], [5.139, -1.709, 0.081]],
  "mulliken_charge": [-0.1441, 0.3764, -0.1912, -1.6147, 0.2717, 1.5692, -0.4397, -1.3289, -0.5728, 0.4076, -1.5657, 0.3173, 0.3980, 0.3976, 0.5369, 0.3836, 0.3030, 0.3380, 0.2810, 0.2948, 0.3127, 0.3512, 0.1744, 0.3229, 0.1928, -0.8745, -0.4526, 0.5103, 0.2142, 0.5022, 0.2555, -1.6919, -0.5980, -0.3278, -1.3906, -0.2360, 0.2104, -0.4026, 0.0788, 0.2061, 0.2571, -0.0228, 0.3578, 0.3930, -1.8521, 0.5312, 0.2368, 0.2888, 0.1941, 0.3286, 0.3817, 0.3570, 0.3048, 0.3159, 0.3189, 0.2214, -0.3411, 0.3503, -0.7031, 0.5179, 0.2308, 0.2693, 0.3615, 0.3098, 0.2048, 0.3047, -0.7266, -0.5936, 1.5963, 0.3275, 0.3424, -0.3056, 0.0477, -0.6625, -0.6565, -0.0326, -0.8293],
  "multiplicity": 1,
  "energy_ha": -1564.38691,
  "orbital_gap_ha": 0.0662,
  "homo_energy_ev": -3.5,
  "total_charge": 0
}



# 2
{
  "formula": "C20H24ClN3O3S",
  "method": "wB97M-V/def2-TZVPD",
  "symbols": ["C", "H", "O", "C", "C", "C", "C", "H", "N", "H", "H", "C", "S", "C", "C", "H", "H", "C", "H", "C", "C", "C", "H", "H", "H", "H", "C", "C", "H", "H", "H", "H", "H", "O", "C", "C", "O", "H", "C", "H", "H", "H", "H", "C", "C", "Cl", "H", "N", "H", "N", "C", "H"],
  "coordinates": [[-2.500, 2.663, 0.796], [1.685, -2.887, -2.180], [4.934, -1.254, -1.993], [-2.426, 3.609, 4.303], [5.016, -2.498, -5.380], [0.661, -1.713, -0.699], [1.881, -1.995, -1.572], [2.751, -2.210, -0.954], [9.034, -1.485, -4.930], [1.861, 0.384, -5.075], [9.702, -1.809, -5.602], [5.445, -1.820, -4.243], [-2.846, 1.183, -1.249], [-3.477, 2.073, 0.057], [6.779, -1.501, -4.094], [-0.773, -1.964, -2.289], [0.567, -1.187, -3.811], [7.717, -1.826, -5.075], [-3.824, 3.723, 2.097], [-0.494, -1.210, -1.546], [2.221, -0.836, -2.507], [-1.208, 2.374, 0.288], [3.985, -2.808, -5.498], [7.097, -0.990, -3.194], [-2.048, 3.027, 5.140], [2.615, 0.001, -1.923], [5.931, -2.835, -6.359], [-0.025, 1.187, -1.591], [-1.383, -1.021, -0.952], [-0.288, 2.751, 0.714], [0.901, -0.964, 0.064], [0.366, -2.619, -0.164], [-2.231, 4.473, 1.897], [-2.277, 2.830, 3.143], [0.977, -0.338, -3.246], [7.263, -2.498, -6.212], [0.934, 1.937, -1.610], [2.985, -1.254, -4.445], [4.522, -1.425, -3.127], [1.773, 1.603, -3.810], [-3.480, 3.854, 4.489], [-4.543, 2.126, 0.214], [5.616, -3.374, -7.242], [-2.751, 3.508, 1.999], [1.249, 0.765, -4.255], [8.396, -2.929, -7.454], [-1.855, 4.544, 4.234], [-0.074, -0.012, -2.278], [9.353, -1.103, -4.062], [3.223, -1.248, -3.469], [-1.224, 1.565, -0.801], [0.312, 1.122, -4.681]],
  "mulliken_charge": [0.7394, 0.3018, -0.6475, -0.7441, -0.4809, -0.6789, -1.0447, 0.3929, -0.4524, 0.5049, 0.1440, 0.2411, -0.1191, -0.6402, -0.6932, 0.4072, 0.5136, 0.6424, 0.3631, -0.8643, 0.5537, -1.3660, 0.4881, 0.3706, 0.2515, 0.3162, -0.7920, 0.6207, 0.4449, 0.4468, 0.3194, 0.4201, 0.3415, -0.2935, -0.6823, 0.4178, -0.5932, 0.2686, 0.1597, 0.3080, 0.2959, 0.4292, 0.4081, -0.6175, -1.7303, -0.2519, 0.3076, 0.2810, 0.1965, 0.0264, 0.3387, 0.4310],
  "multiplicity": 1,
  "energy_ha": -2024.92705,
  "orbital_gap_ha": 0.3249,
  "homo_energy_ev": -8.2,
  "relative_energy_kcal_mol": 1.79,
  "total_charge": 0,
  "smiles": "COCc1csc(C(=O)N2CCC[C@@H](NC(=O)c3ccc(Cl)c(N)c3)[C@@H]2C)c1"
}



Repeat the second record exactly.
{
  "formula": "C20H24ClN3O3S",
  "method": "wB97M-V/def2-TZVPD",
  "symbols": ["C", "H", "O", "C", "C", "C", "C", "H", "N", "H", "H", "C", "S", "C", "C", "H", "H", "C", "H", "C", "C", "C", "H", "H", "H", "H", "C", "C", "H", "H", "H", "H", "H", "O", "C", "C", "O", "H", "C", "H", "H", "H", "H", "C", "C", "Cl", "H", "N", "H", "N", "C", "H"],
  "coordinates": [[-2.500, 2.663, 0.796], [1.685, -2.887, -2.180], [4.934, -1.254, -1.993], [-2.426, 3.609, 4.303], [5.016, -2.498, -5.380], [0.661, -1.713, -0.699], [1.881, -1.995, -1.572], [2.751, -2.210, -0.954], [9.034, -1.485, -4.930], [1.861, 0.384, -5.075], [9.702, -1.809, -5.602], [5.445, -1.820, -4.243], [-2.846, 1.183, -1.249], [-3.477, 2.073, 0.057], [6.779, -1.501, -4.094], [-0.773, -1.964, -2.289], [0.567, -1.187, -3.811], [7.717, -1.826, -5.075], [-3.824, 3.723, 2.097], [-0.494, -1.210, -1.546], [2.221, -0.836, -2.507], [-1.208, 2.374, 0.288], [3.985, -2.808, -5.498], [7.097, -0.990, -3.194], [-2.048, 3.027, 5.140], [2.615, 0.001, -1.923], [5.931, -2.835, -6.359], [-0.025, 1.187, -1.591], [-1.383, -1.021, -0.952], [-0.288, 2.751, 0.714], [0.901, -0.964, 0.064], [0.366, -2.619, -0.164], [-2.231, 4.473, 1.897], [-2.277, 2.830, 3.143], [0.977, -0.338, -3.246], [7.263, -2.498, -6.212], [0.934, 1.937, -1.610], [2.985, -1.254, -4.445], [4.522, -1.425, -3.127], [1.773, 1.603, -3.810], [-3.480, 3.854, 4.489], [-4.543, 2.126, 0.214], [5.616, -3.374, -7.242], [-2.751, 3.508, 1.999], [1.249, 0.765, -4.255], [8.396, -2.929, -7.454], [-1.855, 4.544, 4.234], [-0.074, -0.012, -2.278], [9.353, -1.103, -4.062], [3.223, -1.248, -3.469], [-1.224, 1.565, -0.801], [0.312, 1.122, -4.681]],
  "mulliken_charge": [0.7394, 0.3018, -0.6475, -0.7441, -0.4809, -0.6789, -1.0447, 0.3929, -0.4524, 0.5049, 0.1440, 0.2411, -0.1191, -0.6402, -0.6932, 0.4072, 0.5136, 0.6424, 0.3631, -0.8643, 0.5537, -1.3660, 0.4881, 0.3706, 0.2515, 0.3162, -0.7920, 0.6207, 0.4449, 0.4468, 0.3194, 0.4201, 0.3415, -0.2935, -0.6823, 0.4178, -0.5932, 0.2686, 0.1597, 0.3080, 0.2959, 0.4292, 0.4081, -0.6175, -1.7303, -0.2519, 0.3076, 0.2810, 0.1965, 0.0264, 0.3387, 0.4310],
  "multiplicity": 1,
  "energy_ha": -2024.92705,
  "orbital_gap_ha": 0.3249,
  "homo_energy_ev": -8.2,
  "relative_energy_kcal_mol": 1.79,
  "total_charge": 0,
  "smiles": "COCc1csc(C(=O)N2CCC[C@@H](NC(=O)c3ccc(Cl)c(N)c3)[C@@H]2C)c1"
}